(1)
15
Properties=species:S:1:pos:R:3 method="wB97M-V/def2-TZVPD" smiles="C=C1CCSC(=S)N1" relative_energy_kcal_mol=3.4
C 2.37 -0.85 1.63
C 1.17 -0.71 1.06
C 0.05 -1.77 0.99
C -0.50 -1.92 -0.42
S -1.29 -0.37 -0.95
C -0.23 0.84 -0.30
S -0.57 2.40 -0.72
N 0.90 0.51 0.44
H 2.66 -1.83 2.02
H 3.07 -0.07 1.71
H 0.43 -2.74 1.35
H -0.71 -1.40 1.69
H -1.23 -2.70 -0.42
H 0.34 -2.12 -1.12
H 1.56 1.25 0.63

---

(2)
62
Properties=species:S:1:pos:R:3 method="wB97M-V/def2-TZVPD" total_charge=-1 relative_energy_kcal_mol=0.0
C -5.22 3.03 -2.81
C -4.11 2.26 -2.11
C -2.84 2.13 -2.96
C -1.71 1.38 -2.27
O -0.60 1.14 -3.14
C 0.42 0.36 -2.52
C 0.50 -0.97 -2.76
O 1.37 0.95 -1.69
Si 2.65 1.64 -2.52
C 3.76 2.60 -1.37
C 3.64 0.24 -3.29
C 1.99 2.75 -3.88
H -6.12 3.11 -2.20
H -4.91 4.05 -3.06
H -5.52 2.55 -3.75
H -3.85 2.75 -1.16
H -4.46 1.26 -1.84
H -3.07 1.61 -3.90
H -2.48 3.12 -3.26
H -1.35 1.93 -1.39
H -2.05 0.40 -1.92
H 1.29 -1.54 -2.32
H -0.22 -1.48 -3.36
H 4.63 2.96 -1.91
H 3.24 3.46 -0.96
H 4.10 1.97 -0.55
H 4.52 0.64 -3.79
H 3.97 -0.45 -2.51
H 3.03 -0.30 -4.01
H 2.81 3.11 -4.49
H 1.29 2.21 -4.51
H 1.47 3.61 -3.45
O 0.84 -4.36 3.79
C 1.37 -3.36 3.88
Co 2.19 -1.75 3.97
C 3.05 -1.62 5.57
O 3.59 -1.53 6.56
C 3.31 -1.69 2.58
O 3.96 -1.63 1.64
C 1.32 0.12 3.93
C 0.45 -0.86 3.32
C 0.56 -1.10 1.86
C -0.28 -2.00 1.22
C 0.09 -2.59 -0.02
C -0.71 -3.52 -0.62
C -1.91 -3.90 -0.03
C -2.30 -3.35 1.18
C -1.50 -2.43 1.80
Co -0.38 -0.11 5.05
C -1.41 1.25 4.47
O -2.04 2.11 4.08
C 0.41 0.10 6.70
O 0.88 0.22 7.72
C -1.41 -1.61 5.12
O -2.06 -2.54 5.13
H 1.23 1.10 3.48
H 1.44 -0.75 1.36
H 1.06 -2.35 -0.43
H -0.39 -3.99 -1.53
H -2.53 -4.64 -0.51
H -3.22 -3.66 1.65
H -1.80 -2.02 2.75

---

(3)
15
Properties=species:S:1:pos:R:3 method="wB97M-V/def2-TZVPD" total_charge=+1 relative_energy_kcal_mol=18.9
O -0.75 -2.77 1.18
H -0.44 -3.21 1.99
H -0.44 -3.06 0.30
H -1.22 -1.93 1.00
C -0.76 0.78 -1.20
C 0.35 1.58 -0.55
C 1.25 0.77 0.38
H -1.02 -0.07 -0.54
H -1.72 1.28 -1.32
H -0.54 0.40 -2.20
H 1.01 2.19 -1.17
H -0.13 2.34 0.09
H 1.99 1.43 0.83
H 1.68 -0.13 -0.06
H 0.73 0.40 1.27

---

Max |F| / hartree/bohr: 0.0459, 0.1154, 0.0421